{"formula": "C36H44CoN5OP2Si", "method": "wB97M-V/def2-TZVPD", "symbols": ["Co", "C", "N", "P", "C", "C", "C", "C", "C", "C", "C", "C", "C", "C", "C", "C", "P", "C", "C", "C", "C", "C", "C", "C", "C", "C", "C", "C", "C", "H", "H", "H", "H", "H", "H", "H", "H", "H", "H", "H", "H", "H", "H", "H", "H", "H", "H", "H", "H", "H", "H", "H", "C", "C", "C", "C", "C", "C", "N", "N", "Si", "C", "C", "C", "H", "H", "H", "H", "H", "H", "H", "H", "H", "H", "H", "H", "H", "H", "H", "C", "N", "C", "N", "O", "H", "H", "H", "H", "H", "H"], "xyz": [[-0.7953, 0.0621, -0.7257], [2.5497, -0.2317, 2.1232], [1.4453, -0.3727, 1.1635], [1.6760, -0.3582, -0.5582], [2.0359, -2.0899, -1.0046], [2.0743, -2.3945, -2.3684], [2.3344, -3.6895, -2.7912], [2.5467, -4.6965, -1.8549], [2.5015, -4.4021, -0.4994], [2.2448, -3.1006, -0.0760], [3.2884, 0.4463, -0.7458], [4.4938, -0.2503, -0.6929], [5.6926, 0.4428, -0.7634], [5.6945, 1.8268, -0.8957], [4.4961, 2.5240, -0.9638], [3.2954, 1.8342, -0.8926], [-0.1181, 0.2054, 1.5264], [0.0621, 1.8554, 2.2545], [0.4246, 2.0662, 3.5857], [0.5944, 3.3585, 4.0594], [0.3934, 4.4443, 3.2130], [0.0276, 4.2415, 1.8902], [-0.1410, 2.9498, 1.4093], [-0.7114, -0.8231, 2.8995], [-0.1220, -2.0404, 3.2300], [-0.6631, -2.8281, 4.2411], [-1.8035, -2.4104, 4.9126], [-2.4081, -1.2043, 4.5739], [-1.8673, -0.4143, 3.5722], [3.3304, -0.9611, 1.9172], [2.1794, -0.4062, 3.1326], [2.9903, 0.7654, 2.0844], [1.9047, -1.6091, -3.1003], [2.3734, -3.9155, -3.8509], [2.7469, -5.7091, -2.1844], [2.6851, -5.1796, 0.2337], [2.2135, -2.8731, 0.9842], [4.5003, -1.3302, -0.6095], [6.6290, -0.0982, -0.7196], [6.6347, 2.3614, -0.9520], [4.4979, 3.6000, -1.0817], [2.3544, 2.3751, -0.9458], [0.5694, 1.2266, 4.2570], [0.8797, 3.5194, 5.0919], [0.5163, 5.4520, 3.5903], [-0.1338, 5.0885, 1.2342], [-0.4308, 2.7837, 0.3752], [0.7640, -2.3720, 2.7003], [-0.1876, -3.7646, 4.5066], [-2.2216, -3.0229, 5.7021], [-3.3014, -0.8806, 5.0951], [-2.3363, 0.5305, 3.3146], [-4.3997, -0.7975, 0.7240], [-4.1311, 0.4487, -0.0748], [-5.1309, 1.3760, -0.3074], [-4.8040, 2.5557, -0.9708], [-3.5224, 2.7739, -1.4286], [-2.5682, 1.7599, -1.2466], [-2.8867, 0.6482, -0.5301], [-1.2674, 1.7251, -1.6696], [-0.5874, 2.6804, -2.9611], [0.0508, 4.2988, -2.2701], [-1.8124, 2.9678, -4.3312], [0.8500, 1.7262, -3.6762], [-5.2755, -1.3234, 0.3390], [-4.6020, -0.5467, 1.7688], [-3.5450, -1.4662, 0.6881], [-6.1372, 1.1926, 0.0471], [-5.5667, 3.3113, -1.1274], [-3.2445, 3.7044, -1.9072], [-0.6353, 4.7149, -1.5229], [0.1816, 5.0497, -3.0587], [1.0249, 4.1525, -1.7886], [-2.6294, 3.6371, -4.0509], [-2.2530, 2.0121, -4.6370], [-1.3117, 3.4032, -5.2028], [1.4294, 1.2324, -2.8950], [1.5264, 2.3984, -4.2168], [0.5033, 0.9611, -4.3803], [-1.9013, -5.3639, -1.3890], [-1.6018, -3.9964, -1.7707], [-1.3982, -2.9827, -0.9185], [-1.4383, -3.2639, 0.4028], [-1.1757, -1.8341, -1.3657], [-2.1355, -5.9288, -2.2855], [-2.7684, -5.4128, -0.7275], [-1.0475, -5.8420, -0.9029], [-1.5755, -3.7417, -2.7420], [-1.4495, -4.2124, 0.7335], [-1.1641, -2.5491, 1.0549]], "atomic_forces_ev_per_a": [[-0.349, -0.019, -0.716], [-0.044, -0.098, -0.054], [0.004, 0.180, -0.079], [0.212, -0.592, 0.540], [0.044, 0.062, -0.110], [0.019, 0.029, 0.045], [-0.018, 0.035, 0.009], [-0.034, 0.003, 0.014], [0.003, 0.050, 0.037], [-0.011, -0.083, 0.059], [-0.156, 0.213, -0.138], [0.010, 0.034, -0.059], [0.023, 0.056, -0.009], [0.013, -0.051, 0.006], [-0.007, -0.010, -0.009], [-0.014, 0.004, 0.093], [0.446, 0.082, 0.436], [-0.128, 0.037, -0.067], [0.028, 0.043, 0.007], [-0.006, -0.013, -0.005], [0.008, -0.035, 0.027], [0.007, -0.026, 0.001], [0.052, -0.046, 0.021], [-0.124, 0.046, -0.031], [0.019, -0.024, 0.053], [-0.018, 0.014, -0.023], [0.019, -0.014, -0.014], [0.001, -0.012, -0.010], [0.042, 0.006, -0.005], [0.035, -0.040, -0.032], [-0.024, -0.020, 0.021], [0.001, 0.043, -0.022], [-0.002, -0.053, 0.023], [-0.008, 0.021, 0.071], [0.014, 0.051, 0.018], [-0.034, 0.031, -0.048], [0.005, -0.025, -0.051], [-0.012, 0.009, 0.019], [-0.011, 0.010, -0.005], [-0.033, -0.020, -0.006], [-0.007, -0.017, 0.014], [0.046, -0.027, 0.007], [-0.027, 0.019, -0.031], [-0.019, 0.002, -0.044], [0.008, -0.035, -0.004], [0.003, -0.043, 0.016], [-0.019, 0.020, 0.030], [-0.001, 0.020, 0.032], [-0.019, 0.033, -0.007], [0.017, 0.029, -0.037], [0.055, -0.007, -0.032], [0.016, -0.039, 0.020], [-0.020, 0.084, -0.041], [0.213, 0.045, 0.039], [-0.063, 0.056, 0.006], [-0.046, 0.046, -0.026], [0.052, 0.064, -0.024], [0.135, -0.068, 0.117], [-0.174, 0.038, -0.065], [-0.347, -0.074, -0.037], [0.044, -0.131, 0.245], [0.030, 0.215, 0.001], [-0.223, 0.051, -0.116], [0.074, -0.056, -0.130], [0.036, 0.028, 0.016], [0.017, -0.016, -0.052], [0.078, -0.068, -0.004], [0.054, 0.012, -0.014], [0.062, -0.030, 0.024], [-0.063, -0.089, -0.017], [0.065, -0.024, -0.094], [0.020, -0.091, 0.116], [-0.101, 0.056, 0.003], [0.066, -0.052, -0.081], [0.026, 0.113, -0.002], [-0.026, -0.050, 0.082], [0.038, 0.017, -0.052], [-0.070, -0.088, 0.032], [0.036, 0.065, 0.094], [0.037, 0.046, 0.011], [-0.121, -0.105, -0.031], [0.235, 0.110, -0.068], [-0.007, 0.087, -0.111], [-0.051, -0.130, 0.242], [0.003, -0.013, -0.016], [-0.009, 0.022, -0.020], [0.017, 0.009, -0.007], [0.007, 0.020, -0.044], [-0.012, 0.025, -0.001], [-0.040, 0.041, 0.054]], "mulliken_charge": [0.8874, -1.2050, 1.2455, 0.2875, 0.4552, -0.6551, -0.6054, -0.6189, -0.7945, -0.1306, 0.8170, -0.5623, -0.7710, -0.6370, -0.7341, -0.1594, 1.0389, 0.2613, -0.5602, -0.7376, -0.6557, -0.7537, 0.2176, 0.6125, -0.1695, -0.5927, -0.6665, -0.7440, -0.9172, 0.4029, 0.4986, 0.2683, 0.4164, 0.4495, 0.4075, 0.4639, -0.0316, 0.4998, 0.4264, 0.3946, 0.4638, 0.3501, 0.3896, 0.4408, 0.4147, 0.4542, -0.1418, -0.0487, 0.4865, 0.4027, 0.4576, 0.6035, -1.0815, 0.6450, -0.8661, -0.5737, -1.0412, 0.8277, 0.1824, 0.0422, -0.3368, -0.8585, -1.1098, -0.7611, 0.4823, 0.2472, -0.0442, 0.4758, 0.4251, 0.4594, 0.2367, 0.4824, 0.2103, 0.3334, 0.3026, 0.3946, 0.0159, 0.4616, 0.3131, -1.1043, -0.1496, 0.2906, -0.0581, -0.7236, 0.3347, 0.3312, 0.3089, 0.3228, 0.2826, -0.3223], "multiplicity": 4, "homo_energy_ha": [-0.3596, -0.3611], "lumo_energy_ev": [-2.0, -2.5], "charge": 1, "orbital_gap_ha": [0.2878, 0.2681], "de_lowest_kj_mol": 0.0}